# 1
ORCA calculation (ωB97M-V/def2-TZVPD) on C51H49N4P2S3Y as an isolated structure at a distorted geometry.

The geometry in XYZ format:
```
110
Properties=species:S:1:pos:R:3:forces:R:3
Y 0.402412 -0.295527 -0.075490 0.23 -0.18 1.02
C 2.954803 0.776162 -2.545322 0.06 0.04 0.03
P 2.483697 1.461517 -0.907884 -0.01 0.00 -0.25
C 1.521027 2.943506 -1.350874 -0.02 -0.09 -0.09
C 0.445390 2.763332 -2.227852 0.01 0.02 -0.02
C -0.383413 3.829458 -2.546236 0.05 0.06 0.04
C -0.143707 5.084230 -1.998484 -0.01 -0.03 -0.03
C 0.930717 5.268131 -1.140657 0.00 0.01 0.01
C 1.756205 4.201944 -0.809987 0.08 0.01 0.08
C 3.995013 2.027529 -0.110274 -0.02 0.03 0.05
C 4.296264 1.575582 1.171209 -0.01 -0.03 0.04
C 5.470436 1.971872 1.796708 -0.01 0.01 -0.02
C 6.346669 2.820787 1.138783 -0.02 0.00 -0.01
C 6.051890 3.276491 -0.141629 0.02 0.01 0.02
C 4.880206 2.885498 -0.765640 0.01 -0.02 -0.01
C 2.054823 -0.357828 -2.952077 -0.14 -0.01 0.24
C 2.149441 -1.115776 -4.085007 -0.12 -0.06 -0.08
C 1.034688 -1.997654 -4.089244 0.15 0.02 0.00
C 0.327569 -1.753790 -2.946865 -0.08 0.35 0.12
C -0.898962 -2.459690 -2.453541 -0.07 -0.01 -0.13
P -1.896458 -1.285026 -1.466026 -0.14 -0.12 0.16
C -2.850044 -0.364168 -2.689797 0.02 0.06 0.03
C -3.616303 -1.024887 -3.647820 0.00 -0.01 -0.03
C -4.314896 -0.300785 -4.600502 0.00 -0.01 0.00
C -4.251018 1.085844 -4.605386 -0.01 0.02 0.01
C -3.492158 1.751519 -3.653229 0.00 -0.07 0.00
C -2.792886 1.025972 -2.700643 0.00 0.04 -0.02
C -3.029522 -2.349236 -0.519776 0.03 0.01 -0.03
C -2.459872 -3.214724 0.415802 0.07 -0.03 0.03
C -3.254098 -4.025868 1.210724 -0.07 0.01 -0.03
C -4.636031 -3.985487 1.072475 0.03 0.02 -0.02
C -5.209952 -3.132021 0.141094 -0.01 -0.02 0.02
C -4.412791 -2.311859 -0.646284 -0.06 0.06 -0.09
N 0.933025 -0.726305 -2.205351 0.22 -0.20 -0.77
H 3.998275 0.455890 -2.489036 -0.04 -0.03 0.05
H 2.910954 1.594934 -3.268702 0.04 -0.06 -0.04
H 0.275444 1.799087 -2.699075 -0.01 -0.03 0.01
H -1.195302 3.687898 -3.246037 -0.03 -0.02 -0.03
H -0.775652 5.921345 -2.262043 -0.02 0.01 0.00
H 1.134740 6.249877 -0.734531 0.01 0.01 0.02
H 2.589484 4.356996 -0.134360 -0.02 -0.01 -0.01
H 3.616249 0.901671 1.681804 0.00 0.00 -0.02
H 5.703573 1.614729 2.790649 0.00 -0.01 0.01
H 7.264799 3.127367 1.620442 0.02 0.01 0.01
H 6.739985 3.935765 -0.652497 0.01 0.01 -0.01
H 4.657153 3.248418 -1.762012 -0.01 -0.01 -0.01
H 2.909412 -1.030192 -4.844145 0.02 0.01 -0.03
H 0.788046 -2.727901 -4.842814 -0.01 -0.02 -0.03
H -0.679146 -3.315047 -1.806007 0.05 -0.01 0.01
H -1.482772 -2.848868 -3.290242 0.03 0.00 0.01
H -3.675226 -2.107031 -3.654011 0.01 0.00 0.00
H -4.908876 -0.819208 -5.340102 -0.01 -0.01 -0.02
H -4.792573 1.647137 -5.354418 -0.02 0.01 0.00
H -3.450997 2.832502 -3.653231 0.00 0.03 -0.01
H -2.198599 1.547704 -1.959014 0.01 0.01 0.01
H -1.378492 -3.283272 0.519710 0.01 0.05 -0.01
H -2.798986 -4.695788 1.927515 0.01 -0.02 0.02
H -5.261869 -4.623781 1.680661 -0.01 -0.01 0.02
H -6.284726 -3.105647 0.022256 -0.02 0.00 0.00
H -4.874095 -1.640539 -1.361023 0.02 -0.01 0.04
C -0.083684 3.926036 2.052271 -0.06 -0.06 -0.04
C 0.660358 3.803308 3.204811 0.05 -0.10 0.01
C 1.128749 2.544377 3.570831 -0.03 0.11 0.04
C 0.848770 1.460710 2.764767 -0.13 -0.19 -0.04
N 0.194686 1.596495 1.592564 0.07 -0.20 -0.17
C -0.278511 2.796452 1.269900 -0.01 0.09 -0.02
C 1.165720 0.066610 3.183690 -0.10 0.09 -0.03
C 1.473222 -0.237482 4.503640 -0.02 -0.04 -0.04
C 1.694656 -1.554626 4.855326 0.00 -0.01 -0.01
C 1.620005 -2.538493 3.883287 -0.04 0.04 0.04
C 1.308142 -2.167157 2.587522 -0.01 -0.04 -0.14
N 1.072844 -0.889875 2.246966 -0.01 0.14 0.00
C 1.327719 -3.149140 1.468934 0.05 0.08 0.07
C 1.305380 -4.516857 1.675573 0.06 0.02 -0.01
C 1.515191 -5.358170 0.591673 0.01 -0.05 0.00
C 1.771245 -4.806586 -0.650098 0.01 0.06 0.01
C 1.725985 -3.427827 -0.785964 0.03 -0.05 0.05
N 1.466270 -2.613337 0.242567 -0.22 0.34 -0.07
H -0.504535 4.869955 1.740500 0.00 0.02 0.01
H 0.867093 4.663363 3.826685 0.00 0.01 0.01
H 1.695048 2.420502 4.481210 0.01 0.03 0.00
H -0.833074 2.868433 0.340811 0.03 0.01 0.00
H 1.507543 0.536716 5.252811 0.01 0.01 0.02
H 1.928050 -1.814120 5.878685 0.01 0.00 0.01
H 1.824618 -3.569311 4.126811 0.01 0.00 0.03
H 1.142033 -4.923835 2.662196 -0.01 -0.03 0.00
H 1.505551 -6.431466 0.725698 -0.01 -0.01 0.01
H 1.990166 -5.422504 -1.509802 0.00 -0.01 -0.01
H 1.892664 -2.951795 -1.742165 0.00 -0.01 -0.05
C -4.216252 2.711298 4.168863 -0.05 -0.05 -0.03
C -3.216206 1.798531 4.872424 0.01 0.02 0.09
S -2.289353 0.606518 3.882579 -0.04 0.01 -0.06
C -3.578021 -0.420516 3.145636 -0.02 -0.10 0.03
C -4.353120 0.140525 1.952923 -0.01 -0.06 -0.04
S -3.320177 0.921762 0.690641 0.09 -0.02 0.06
C -4.266497 2.405913 0.277906 -0.06 0.03 -0.04
C -4.747189 3.292615 1.431967 -0.10 -0.06 -0.01
S -3.564552 3.648968 2.754725 0.16 0.07 -0.03
H -4.585805 3.426556 4.904351 0.00 0.01 0.00
H -5.078993 2.139838 3.834436 -0.02 0.01 -0.01
H -3.741611 1.270067 5.671046 0.01 -0.01 0.00
H -2.439358 2.393672 5.356595 0.02 0.01 -0.03
H -4.293224 -0.705742 3.920518 0.01 -0.02 0.01
H -3.071875 -1.343033 2.849664 0.04 0.05 -0.01
H -5.076730 0.878857 2.278698 -0.04 0.03 0.01
H -4.905603 -0.677142 1.487751 -0.02 0.01 0.05
H -5.133392 2.120604 -0.322422 0.01 0.02 -0.01
H -3.608176 2.970901 -0.384518 0.07 0.01 0.04
H -5.650275 2.882991 1.883248 0.02 -0.01 0.03
H -5.047560 4.248851 1.001817 0.00 0.01 0.01
```
Positions in Å, forces in eV/Å.

* net charge: +2
* spin multiplicity: 1
* energy relative to the best compared isomer or geometry (same formula, charge and spin): 0.000 eV
* LUMO: -5.645 eV
* strongest force on any atom: 1.06 eV/Å

# 2
ORCA calculation (ωB97M-V/def2-TZVPD) on a 2-piece molecular cluster, C4H9O overall at a distorted geometry.

The geometry in XYZ format:
```
14
Properties=species:S:1:pos:R:3:forces:R:3
C 0.493651 -1.088219 2.056725 -0.49 -1.25 0.87
O 1.341335 -0.074199 1.861938 0.08 0.39 -0.24
H 1.095223 -2.012256 2.178154 0.18 0.07 -0.16
H -0.278188 -1.303317 1.318454 0.14 0.21 -0.31
H -0.010879 -1.082260 3.037653 0.16 0.41 0.16
C 0.587926 0.364346 -1.701596 -2.04 0.24 0.22
C -0.769392 0.201898 -0.970573 2.53 -0.28 -0.97
C -1.900333 0.746559 -1.374318 -0.11 0.47 1.31
H 0.590860 1.336948 -2.183323 0.52 0.05 -0.16
H 0.518987 -0.422133 -2.440859 0.58 -0.15 -0.46
H 1.414687 0.179803 -1.028244 0.18 0.23 0.00
H -0.523044 -0.533171 -0.216526 -1.48 0.04 0.30
H -2.795616 0.614139 -0.782215 -0.24 -0.19 -0.24
H -1.902134 1.563135 -2.085757 -0.01 -0.24 -0.30
```
Positions in Å, forces in eV/Å.

* spin multiplicity: 2
* energy relative to the best compared isomer or geometry (same formula, charge and spin): 1.409 eV
* LUMO (alpha / beta): 0.957 / -1.583 eV
* strongest force on any atom: 2.73 eV/Å

# 3
ORCA calculation (ωB97M-V/def2-TZVPD) on the molecule C5H9NO at a distorted geometry.

The geometry in XYZ format:
```
16
Properties=species:S:1:pos:R:3:forces:R:3
C -0.140188 -1.666393 -0.635324 0.46 0.61 -0.18
C 0.023853 -0.262145 -0.010744 1.04 1.08 0.38
C 0.511211 -0.383152 1.431787 -0.10 0.31 1.00
C 0.788019 1.275946 -0.638104 0.06 -1.82 0.31
N -0.553279 1.741504 -0.583372 -0.44 0.03 -0.15
C -1.212222 0.609753 -0.250383 -0.51 0.25 0.11
O -2.403340 0.410789 -0.268753 0.08 -0.46 0.33
H -0.884875 -2.267766 -0.069601 0.37 0.69 -0.13
H 0.806442 -2.207949 -0.597613 -0.05 -0.01 -0.13
H -0.495520 -1.591582 -1.661005 0.04 -0.14 -0.11
H 0.965139 -1.300103 1.812006 -0.16 -0.47 -0.90
H -0.311556 -0.228508 2.096009 -0.82 0.04 0.57
H 1.232715 0.356711 1.745740 0.17 0.49 -0.31
H 1.468952 1.976226 -0.085787 -0.19 -1.39 -0.07
H 1.193869 0.978545 -1.598190 -0.06 0.55 -0.46
H -0.959857 2.650309 -0.697049 0.07 0.23 -0.25
```
Positions in Å, forces in eV/Å.

* spin multiplicity: 1
* energy relative to the best compared isomer or geometry (same formula, charge and spin): 2.119 eV
* LUMO: 0.859 eV
* strongest force on any atom: 1.84 eV/Å

# 4
ORCA calculation (ωB97M-V/def2-TZVPD) on C4H7NO3 as an isolated structure at a distorted geometry.

The geometry in XYZ format:
```
15
Properties=species:S:1:pos:R:3:forces:R:3
C 0.294888 0.029391 -0.106640 2.76 -8.46 -4.23
C -0.674148 -0.192100 -1.181538 -3.54 -0.77 -4.92
C -0.657916 -0.898924 0.669330 -0.37 -1.64 2.49
C 0.340643 1.191998 0.511938 1.70 5.95 3.02
H 1.574195 -1.574002 -0.669090 0.05 0.06 0.08
H 2.431239 -0.346332 -0.069519 3.25 1.22 2.97
H -1.460000 0.612520 -1.528181 1.53 -1.18 1.40
H -0.253266 -0.512010 -2.192030 -0.06 0.25 1.53
H -1.151570 0.000325 1.374984 0.03 -4.12 -1.49
H -0.211321 -1.855504 1.218240 -0.84 2.31 -0.90
H -1.008995 2.224858 1.509131 0.31 0.63 0.19
N 1.699096 -0.571779 -0.599731 -6.27 0.15 -1.96
O -1.370758 -1.372675 -0.551653 1.56 2.85 1.26
O -0.963601 1.612471 0.774411 1.32 1.41 -0.16
O 1.411514 1.651763 0.840349 -1.44 1.32 0.74
```
Positions in Å, forces in eV/Å.

* spin multiplicity: 1
* energy relative to the best compared isomer or geometry (same formula, charge and spin): 5.175 eV
* LUMO: 0.487 eV
* strongest force on any atom: 9.85 eV/Å